Record 1
# C7H13N

The molecule C7H13N at a distorted geometry (wB97M-V/def2-TZVPD, the OMol25 dataset).

Last column: Mulliken charge in e.
CARTESIAN COORDINATES (ANGSTROEM)
C 0.7011 1.0821 0.2088  -0.810
C -1.7721 0.0944 0.1872  0.580
C -2.3468 -0.7701 1.2785  -1.300
C -2.6149 0.7926 -0.8042  -1.152
C 2.8159 0.1260 0.8666  -1.293
C 1.5670 -0.6604 -1.1673  -1.699
C 1.9557 0.5093 -0.3537  1.180
N -0.4519 0.5402 0.1598  0.102
H -1.5388 -1.1472 1.7200  0.410
H -2.9772 -1.5787 0.8898  0.314
H -3.0015 -0.2807 1.9484  0.316
H -2.8462 1.9384 -0.5488  0.207
H -3.5884 0.3470 -1.0192  0.374
H -2.1060 0.8011 -1.7940  0.291
H 3.0666 -0.9482 0.8222  0.298
H 2.3425 0.2252 1.8857  0.325
H 3.7153 0.6445 0.8825  0.346
H 1.1664 -0.3200 -2.1780  0.292
H 0.8748 -1.2457 -0.7766  0.494
H 2.4190 -1.3566 -1.2031  0.410
H 2.6197 1.2068 -1.0046  0.314

The calculation puts the frontier orbital gap (spin up / spin down) at 7.943 / 7.944 eV. For the max |F|, the calculation gives 5.1 eV/A. The calculation puts the LUMO energy (spin up / spin down) at 0.96 / 0.96 eV. The multiplicity is 1.

Record 2
# C4H9O2

A 2-piece molecular cluster, C4H9O2 overall at a distorted geometry (wB97M-V/def2-TZVPD, the OMol25 dataset).

Last column: Mulliken charge in e.
CARTESIAN COORDINATES (ANGSTROEM)
C 1.2948 0.0072 1.4192  -0.812
C 1.5879 -0.9899 0.3234  -0.288
C 1.1499 -0.7229 -0.9001  -0.196
O 0.9833 -1.6683 -1.8951  -0.569
H 0.5704 -0.4463 2.0968  0.196
H 2.2114 0.2825 1.9514  0.320
H 0.8097 0.8511 0.9262  0.222
H 2.1816 -1.8727 0.5403  0.384
H 0.8306 0.2781 -1.1509  0.394
H 0.1320 -1.4582 -2.2953  0.333
C -2.3466 1.1489 -0.1985  -0.765
O -1.0007 1.0591 -0.0958  -0.749
H -2.8347 1.6467 0.6745  0.172
H -2.7093 1.7283 -1.0915  0.168
H -2.8602 0.1564 -0.3046  0.189

The calculation puts the frontier orbital gap at 6.363 eV. For the max |F|, the calculation gives 1.1 eV/A. The net charge is -1. The calculation puts the LUMO energy at 3.99 eV. The multiplicity is 1.

Record 3
# C4H10O

The molecule C4H10O (wB97M-V/def2-TZVPD, the OMol25 dataset).

Last column: Mulliken charge in e.
CARTESIAN COORDINATES (ANGSTROEM)
C 1.6587 -1.3860 0.4636  -1.242
C 0.2479 -0.8013 0.5746  -0.304
C 0.0583 0.5038 -0.2138  -0.418
C -1.4082 0.8920 -0.4056  -0.533
O -1.6016 1.8757 -1.4192  -0.533
H 1.9282 -1.5691 -0.5834  0.327
H 2.4139 -0.7140 0.8874  0.300
H 1.7307 -2.3432 0.9932  0.353
H -0.4693 -1.5494 0.2112  0.322
H 0.0085 -0.6427 1.6364  0.288
H 0.4989 0.4141 -1.2106  0.322
H 0.5954 1.3176 0.2991  0.231
H -2.0024 0.0223 -0.7261  0.293
H -1.7772 1.2201 0.5712  0.285
H -1.7404 2.7423 -1.0230  0.309

The calculation puts the frontier orbital gap at 11.256 eV. For the max |F|, the calculation gives 0.4 eV/A. The calculation puts the LUMO energy at 1.02 eV. The multiplicity is 1. Its SMILES is CCCCO.

Record 4
# C9H11F3N2O4

The molecule C9H11F3N2O4 at a distorted geometry (wB97M-V/def2-TZVPD, the OMol25 dataset).

Last column: Mulliken charge in e.
CARTESIAN COORDINATES (ANGSTROEM)
O 0.2390 5.3035 0.4530  -0.597
C 0.5092 4.1044 0.4587  0.352
N -0.2079 3.3602 1.3592  -0.296
C -0.1289 1.9678 1.0003  0.441
C -1.5171 1.4173 0.6698  -0.994
C -1.5653 0.0020 -0.0319  -0.559
C -1.0467 -1.1289 0.8369  -0.349
C -0.9910 -2.4575 0.0467  -1.083
N 0.1264 -2.4848 -0.9283  -0.112
C 1.4517 -2.4432 -0.5516  0.385
O 1.7706 -2.5285 0.6324  -0.625
C 2.5476 -2.4880 -1.6416  0.708
F 3.7980 -2.6598 -1.1427  -0.231
F 2.5246 -1.3108 -2.3644  -0.212
F 2.2550 -3.5138 -2.5156  -0.253
C 0.8724 2.1399 -0.1578  0.443
O 1.3806 1.1150 -0.6364  -0.478
O 1.1307 3.4197 -0.5072  -0.285
H -1.1068 3.8322 1.5970  0.332
H 0.3518 1.3535 1.7907  0.248
H -2.0271 1.3150 1.6083  0.365
H -2.0693 2.1259 -0.0023  0.379
H -1.0086 -0.0007 -0.9858  0.287
H -2.6180 -0.1955 -0.2716  0.373
H -0.0409 -0.8943 1.2608  0.296
H -1.7407 -1.2593 1.6803  0.360
H -0.8857 -3.2708 0.7217  0.346
H -1.9324 -2.5847 -0.4740  0.469
H -0.0711 -2.2357 -1.9047  0.291

The calculation puts the frontier orbital gap at 10.678 eV. For the max |F|, the calculation gives 7.1 eV/A. The calculation puts the LUMO energy at 0.38 eV. The multiplicity is 1. Its SMILES is O=C1N[C@@H](CCCCNC(=O)C(F)(F)F)C(=O)O1.

Record 5
# C3H8O

A 2-piece molecular cluster, C3H8O overall at a distorted geometry (wB97M-V/def2-TZVPD, the OMol25 dataset).

Last column: Mulliken charge in e.
CARTESIAN COORDINATES (ANGSTROEM)
C 0.6394 0.4740 1.3067  -0.553
C 0.6686 0.5871 -0.0190  -0.116
C 0.8587 -0.5744 -0.9603  -0.844
H 0.5490 1.3778 1.9120  0.272
H 0.7845 -0.5250 1.7799  0.216
H 0.5605 1.6000 -0.5165  0.249
H -0.0144 -0.7211 -1.5917  0.264
H 1.7669 -0.4317 -1.6514  0.267
H 1.1069 -1.5271 -0.3742  0.260
O -2.5561 0.1790 -0.1790  -0.658
H -2.6590 -0.7558 0.0179  0.315
H -1.7052 0.3173 0.2756  0.329

The calculation puts the frontier orbital gap at 11.123 eV. For the max |F|, the calculation gives 2.1 eV/A. The calculation puts the LUMO energy at 1.03 eV. The multiplicity is 1. Its SMILES is C=CC.O.